DFT (ωB97M-V/def2-TZVPD) results for C3H4F2 in the gas phase in a non-equilibrium geometry.

Last column: Löwdin charge in e.
Cartesian coordinates (Å):
1 C -1.116 0.841 -0.012  -0.067
2 C -0.450 -0.294 0.145  -0.290
3 C 1.096 -0.311 0.012  -0.017
4 F -2.501 0.876 -0.045  -0.005
5 F -0.885 -1.572 0.243  0.056
6 H -0.520 1.709 -0.132  0.111
7 H 1.773 -0.086 0.786  0.058
8 H 1.336 -1.388 -0.114  0.092
9 H 1.268 0.225 -0.883  0.061

Values from the calculation:
- Net charge: 0
- Relative energy (zero: lowest compared OMol25 entry of this formula, charge and spin): 20.6 kcal per mole



DFT (ωB97M-V/def2-TZVPD) results for a molecular structure, C3H6CoMgO4S in a non-equilibrium geometry.

Last column: Löwdin charge in e.
Cartesian coordinates (Å):
1 Mg -0.780 -0.427 -1.152  0.862
2 S -0.877 2.344 -0.120  1.029
3 O -0.729 1.638 1.364  -0.621
4 O -1.683 1.291 -1.064  -0.598
5 O 1.188 -0.228 -1.105  -0.341
6 C 1.854 -1.422 -0.837  -0.316
7 C 1.516 -2.107 0.496  -0.183
8 O 0.538 -1.395 1.249  -0.367
9 C -0.850 -1.562 0.699  -0.156
10 Co 0.838 0.519 1.191  1.037
11 H 2.927 -1.154 -0.774  0.127
12 H 1.663 -2.160 -1.641  0.130
13 H 2.407 -2.115 1.142  0.137
14 H 1.162 -3.136 0.332  0.139
15 H -1.451 -1.095 1.499  0.059
16 H -1.045 -2.646 0.746  0.062

Values from the calculation:
- Net charge: +1
- DFT total energy: -2399.59517 hartree
- 2S+1: 5



DFT (ωB97M-V/def2-TZVPD) results for 7 unconnected molecules or ions with the total composition C24H58BN2O8 in a non-equilibrium geometry.

Last column: Löwdin charge in e.
Cartesian coordinates (Å):
1 C -1.502 0.996 2.511  -0.046
2 O -1.474 2.449 2.802  -0.038
3 B -0.090 2.788 2.946  -0.463
4 O 0.785 2.222 3.973  0.096
5 C 0.664 3.841 1.917  -0.009
6 C 1.595 4.876 2.596  0.042
7 C 2.390 5.888 1.707  0.038
8 C 2.163 5.773 0.160  0.062
9 C 1.193 4.664 -0.390  -0.161
10 N 0.957 4.467 -1.846  0.087
11 N 0.479 3.751 0.489  0.151
12 H -2.572 0.579 2.520  0.118
13 H -0.857 0.395 3.240  0.107
14 H -0.996 0.891 1.475  0.101
15 H 1.684 2.156 3.537  0.092
16 H 1.747 4.941 3.721  0.127
17 H 3.111 6.667 2.134  0.119
18 H 2.675 6.453 -0.602  0.119
19 H 1.592 3.675 -2.087  0.112
20 H 0.008 4.038 -1.888  0.069
21 H -0.153 3.009 0.138  0.148
22 C 4.603 -0.235 2.614  -0.049
23 C 3.934 0.538 1.490  -0.483
24 C 4.919 0.866 0.381  -0.049
25 O 3.383 1.752 2.010  -0.079
26 H 5.409 0.352 3.067  0.085
27 H 3.886 -0.454 3.410  0.083
28 H 5.019 -1.177 2.249  0.084
29 H 3.105 -0.048 1.084  0.116
30 H 5.736 1.492 0.755  0.085
31 H 4.427 1.432 -0.416  0.074
32 H 5.345 -0.043 -0.049  0.082
33 H 4.111 2.277 2.370  0.095
34 C -3.032 4.177 0.483  -0.049
35 C -2.902 4.122 -1.029  -0.486
36 C -4.265 4.118 -1.703  -0.049
37 O -2.183 2.940 -1.400  -0.078
38 H -3.571 3.303 0.862  0.082
39 H -2.045 4.167 0.952  0.044
40 H -3.562 5.078 0.801  0.096
41 H -2.321 4.980 -1.380  0.135
42 H -4.847 3.242 -1.401  0.076
43 H -4.156 4.066 -2.790  0.085
44 H -4.832 5.017 -1.450  0.091
45 H -2.688 2.175 -1.094  0.098
46 C -8.802 3.272 0.749  -0.061
47 C -7.485 2.517 0.666  -0.500
48 C -7.459 1.342 1.630  -0.064
49 O -6.410 3.405 0.970  -0.077
50 H -8.956 3.680 1.753  0.084
51 H -8.803 4.120 0.060  0.082
52 H -9.646 2.622 0.504  0.084
53 H -7.331 2.158 -0.356  0.136
54 H -7.566 1.683 2.665  0.083
55 H -6.503 0.815 1.568  0.074
56 H -8.263 0.634 1.412  0.084
57 H -6.536 3.729 1.872  0.093
58 C 1.887 -4.729 0.530  -0.058
59 C 2.177 -3.259 0.789  -0.492
60 C 1.237 -2.362 -0.003  -0.058
61 O 3.527 -2.971 0.425  -0.067
62 H 2.026 -4.974 -0.528  0.084
63 H 2.576 -5.361 1.095  0.085
64 H 0.864 -4.985 0.814  0.069
65 H 2.076 -3.047 1.857  0.138
66 H 1.355 -2.526 -1.079  0.086
67 H 1.464 -1.308 0.184  0.051
68 H 0.194 -2.549 0.267  0.079
69 H 3.627 -3.156 -0.520  0.079
70 C -2.375 -7.962 -0.766  -0.063
71 C -2.083 -6.492 -0.507  -0.499
72 C -3.023 -5.594 -1.297  -0.067
73 O -0.734 -6.205 -0.873  -0.070
74 H -2.236 -8.207 -1.824  0.083
75 H -1.685 -8.595 -0.201  0.082
76 H -3.398 -8.218 -0.479  0.082
77 H -2.183 -6.280 0.561  0.139
78 H -2.907 -5.758 -2.373  0.082
79 H -2.795 -4.541 -1.111  0.074
80 H -4.066 -5.779 -1.027  0.081
81 H -0.635 -6.389 -1.816  0.092
82 C 6.072 -1.982 -4.362  -0.065
83 C 5.734 -2.949 -3.238  -0.506
84 C 6.646 -4.165 -3.261  -0.061
85 O 4.376 -3.372 -3.368  -0.068
86 H 5.944 -2.459 -5.339  0.083
87 H 5.402 -1.119 -4.340  0.077
88 H 7.103 -1.627 -4.280  0.082
89 H 5.825 -2.439 -2.275  0.131
90 H 6.537 -4.717 -4.200  0.084
91 H 6.384 -4.857 -2.455  0.081
92 H 7.693 -3.875 -3.146  0.083
93 H 4.285 -3.824 -4.218  0.090

Values from the calculation:
- Net charge: +1
- DFT total energy: -1685.24888 hartree



DFT (ωB97M-V/def2-TZVPD) results for a molecular structure, C6H10N2 in a non-equilibrium geometry.

Last column: Löwdin charge in e.
Cartesian coordinates (Å):
1 C 0.230 -0.935 -1.489  -0.030
2 C -0.234 0.015 -0.287  -0.423
3 C -0.674 -0.409 1.115  -0.259
4 C 0.410 1.063 0.595  -0.305
5 C 1.542 0.249 1.401  0.046
6 C 0.683 -0.709 1.526  -0.167
7 H -0.408 -1.533 -1.994  0.013
8 H 0.718 -0.701 -2.496  0.104
9 H 0.848 -1.684 -1.079  0.043
10 H -1.873 0.235 -1.607  0.131
11 H -0.547 1.575 -1.646  0.136
12 H -1.519 -1.203 1.384  0.185
13 H -1.520 1.316 0.577  0.115
14 H 0.691 1.956 -0.065  0.154
15 H 2.591 0.462 1.667  0.113
16 H 1.066 -1.633 2.105  0.137
17 N -1.215 0.921 -1.039  -0.023
18 N -0.790 1.015 1.333  0.030

Values from the calculation:
- Net charge: 0
- Relative energy (zero: lowest compared OMol25 entry of this formula, charge and spin): 150.9 kcal per mole